DFT (ωB97M-V/def2-TZVPD) results for a structure of composition C4H2O2Zn at a distorted geometry.

orbital gap (spin up / spin down): 8.191 / 7.683 eV
LUMO energy (spin up / spin down): -6.69 / -6.63 eV
total energy: -2082.85141 Eh
charge: +1
multiplicity: 2
M: 147.45 g mol⁻¹
relative energy (zero: lowest compared OMol25 entry of this formula, charge and spin): 346.2 kJ/mol

CARTESIAN COORDINATES (ANGSTROEM)
H: 0.665 -2.696 -0.940
C: 0.167 -1.763 -0.701
C: -0.560 -0.848 -0.339
C: -2.113 1.192 0.026
C: -1.386 0.247 -0.184
H: -2.768 2.014 0.263
O: 2.696 0.739 1.160
O: 1.494 1.279 0.963
Zn: 1.803 -0.165 -0.248